The following is a quantum chemistry calculation of a 2-piece molecular cluster, ClH2O overall at a distorted geometry, from OMol25.

- Gap between HOMO and LUMO: 8.68 eV
- Energy above the lowest of the compared OMol25 structures with the same formula, charge and spin: 0.6 kcal/mol
- Total energy: -14604.7546 eV
- LUMO energy: 4.694 eV
- Net charge: -1

Geometry (Å):
H1 -0.073 0.151 -0.065
H2 -0.532 -1.215 0.525
O1 -0.831 -0.289 0.383
Cl1 1.436 1.354 -0.843


The following is a quantum chemistry calculation of C2H3N3S2 in the gas phase at a distorted geometry, from OMol25.

- Gap between HOMO and LUMO: 8.85 eV
- Energy above the lowest of the compared OMol25 structures with the same formula, charge and spin: 34.8 kcal/mol
- Total energy: -28261.2607 eV
- LUMO energy: 0.406 eV
- Net charge: 0

Geometry (Å):
H1 -1.072 -2.231 1.945
H2 0.412 2.209 1.311
S1 -1.108 -0.744 1.743
N1 0.533 0.074 -1.623
N2 -0.412 -1.649 -0.832
N3 0.171 -1.251 -1.833
C1 -0.339 -0.724 0.227
H3 1.123 0.583 -2.225
C2 0.414 0.399 -0.263
S2 0.923 2.068 0.082


The following is a quantum chemistry calculation of a 2-piece molecular cluster, C28H35O2Si overall at a distorted geometry, from OMol25.

- Gap between HOMO and LUMO: 5.30 eV
- Energy above the lowest of the compared OMol25 structures with the same formula, charge and spin: 11.6 kcal/mol
- Total energy: -41570.4167 eV
- LUMO energy: -5.409 eV
- Net charge: +1

Geometry (Å):
H1 0.437 5.506 4.128
C1 0.887 -7.276 -2.036
C2 -0.644 -2.745 -0.182
H2 -0.367 -4.878 0.033
H3 -1.114 -3.500 -3.975
H4 2.879 -6.058 -5.149
C3 0.267 4.011 -4.212
C4 -0.663 3.168 -2.017
H5 -1.555 -0.821 2.501
C5 1.234 4.817 4.440
H6 1.177 4.705 5.531
H7 0.636 -5.070 -4.628
H8 3.877 -7.744 -3.603
C6 0.046 2.927 -3.205
C7 0.593 1.656 -3.427
C8 -1.027 0.033 2.944
C9 -0.459 0.812 -1.382
H9 0.278 -7.629 -1.210
H10 3.156 1.950 4.038
C10 -0.834 -1.643 -1.072
C11 -1.471 2.458 2.879
Si1 1.095 3.159 3.592
C12 -0.811 -0.301 -0.579
C13 -1.032 -1.961 -2.452
H11 0.847 4.080 1.283
H12 -2.361 3.866 4.955
H13 -1.468 2.343 -0.192
C14 0.379 0.632 -2.528
H14 -2.217 1.116 1.440
H15 -1.264 0.063 4.026
H16 0.051 -0.132 2.807
H17 2.066 1.866 5.444
H18 -2.106 4.446 2.398
H19 0.824 -0.345 -2.717
C15 2.153 -7.795 -2.301
O1 -0.790 -5.620 -2.458
H20 -1.052 -0.135 0.465
C16 2.883 -7.336 -3.401
H21 -1.226 -1.164 -3.165
C17 -0.740 -4.297 -2.017
C18 -3.144 3.751 4.195
H22 -0.577 4.706 -4.232
C19 2.336 -6.374 -4.255
H23 2.199 5.276 4.185
C20 1.084 -5.819 -3.979
H24 -3.259 3.136 2.108
C21 -0.901 2.146 -1.107
H25 -0.529 -2.540 0.888
H26 1.177 4.587 -3.995
H27 1.793 0.808 4.043
C22 1.460 3.310 1.772
H28 0.388 3.573 -5.208
H29 -1.046 4.176 -1.832
C23 -0.976 -3.259 -2.922
H30 2.556 -8.577 -1.652
C24 -1.517 1.246 2.250
H31 -3.767 2.893 4.470
C25 -0.560 -4.048 -0.648
C26 0.399 -6.248 -2.844
C27 2.115 1.809 4.351
O2 -0.541 2.664 3.836
H32 1.321 2.366 1.230
H33 1.183 1.485 -4.330
H34 2.518 3.608 1.696
C28 -2.518 3.514 2.818
H35 -3.762 4.648 4.166


The following is a quantum chemistry calculation of C28H33CaF12MnN7O18S4 as an isolated structure at a distorted geometry, from OMol25.

- Gap between HOMO and LUMO (spin up / spin down): 6.65 / 6.28 eV
- Energy above the lowest of the compared OMol25 structures with the same formula, charge and spin: 94.5 kcal/mol
- Multiplicity: 6
- Total energy: -202559.3859 eV
- LUMO energy (spin up / spin down): -1.337 / -1.712 eV
- Net charge: 0

Geometry (Å):
H1 -1.735 -4.232 0.116
H2 3.358 -4.606 3.684
S1 -0.719 1.813 0.590
O1 2.123 0.040 -2.929
N1 -4.710 -0.323 0.053
N2 2.388 3.643 -2.810
H3 1.807 -0.431 -2.133
O2 2.683 4.762 -2.689
C1 -1.986 8.984 1.060
C2 1.361 -0.649 0.792
C3 -1.893 -1.453 4.096
C4 -5.902 -2.143 0.461
O3 3.315 2.832 -2.707
H4 0.084 -1.845 3.233
F1 0.300 4.285 1.314
S2 4.622 -2.572 -2.047
C5 -6.613 -1.398 -0.508
C6 1.428 -4.204 -2.725
H5 -3.109 -4.676 -3.241
C7 -2.837 -2.331 4.665
H6 0.432 9.341 -0.706
N3 -2.912 9.924 0.628
O4 4.340 -3.501 -0.905
H7 -3.969 -1.728 1.555
C8 -0.817 -2.250 3.670
C9 2.523 8.793 -0.024
H8 3.698 7.125 0.852
F2 6.438 -3.745 -3.508
N4 -2.331 -3.618 4.536
C10 1.210 -6.328 2.456
Ca1 0.140 1.140 -2.725
H9 -2.079 6.781 0.510
H10 -4.529 -3.985 -2.906
Mn1 3.985 0.825 -2.411
H11 -4.085 -5.558 -2.023
C11 -3.875 9.408 -0.309
H12 5.021 -5.889 3.062
O5 2.782 -4.226 -5.122
F3 0.657 -5.270 -2.966
F4 7.187 -3.358 -1.496
C12 -3.235 -3.567 -1.379
C13 4.321 -5.619 2.273
O6 4.558 -1.125 -1.647
H13 1.853 -3.390 2.567
C14 -0.750 3.732 0.708
H14 2.949 9.691 0.397
O7 -0.553 1.332 1.955
O8 -1.055 -2.687 -1.048
H15 2.182 5.667 -0.358
H16 -4.078 7.391 -1.055
C15 -1.119 -3.582 3.887
F5 1.704 -4.068 -1.451
O9 2.055 1.895 1.678
O10 2.969 1.052 -0.492
H17 -0.451 -4.430 3.872
N5 3.582 -2.696 -3.445
C16 -3.521 8.079 -0.437
O11 -2.983 -2.295 -2.037
F6 7.061 -1.744 -2.900
C17 0.895 7.326 -0.751
H18 -3.718 -3.354 -0.426
H19 -0.057 6.855 -0.949
O12 1.081 -5.083 1.713
F7 2.097 -1.440 -0.112
C18 -5.758 -0.343 -0.879
F8 0.043 -1.013 0.740
C19 -4.730 -1.469 0.834
H20 -1.964 -0.376 4.119
H21 -2.684 -4.471 4.946
S3 3.156 -4.159 -3.714
H22 -3.731 -2.181 5.251
O13 4.032 -5.164 -3.107
C20 2.155 -4.270 1.999
H23 -7.550 -1.603 -1.006
H24 4.799 -4.834 1.687
O14 -1.442 -0.617 -2.087
H25 -1.179 9.280 1.714
F9 0.676 -3.165 -3.201
H26 -4.019 0.413 0.066
F10 -1.087 4.210 -0.437
O15 2.322 -6.297 3.130
C21 -3.777 -4.577 -2.385
H27 -6.233 -3.020 0.998
O16 0.246 -7.132 2.492
S4 1.831 1.199 0.415
H28 -1.365 -4.745 -1.443
C22 2.868 7.526 0.289
N6 1.987 6.652 -0.250
H29 4.240 -6.568 1.742
C23 -1.823 -1.732 -1.645
C24 -1.814 -3.901 -0.920
H30 2.677 -3.899 1.117
C25 1.230 8.631 -0.548
H31 -2.707 10.888 0.848
O17 1.290 3.234 -3.149
C26 6.487 -2.901 -2.562
C27 3.034 -5.160 2.803
C28 -2.470 7.785 0.445
N7 0.333 1.484 -0.562
H32 -5.894 0.452 -1.598
H33 -4.677 10.016 -0.702
O18 -2.024 1.433 -0.001
F11 -1.822 4.078 1.544
F12 1.777 -1.004 2.004